Model one:
Below is C2H6N4 in the gas phase, with properties calculated with ωB97M-V/def2-TZVPD.

```
12
Properties=species:S:1:pos:R:3:mulliken_charge:R:1
H -0.9865 0.1095 -1.4336 0.3211
N -1.4854 0.0796 -0.5293 -0.6728
C -0.6479 0.2864 0.3984 0.5387
N -1.0326 0.4714 1.6858 -0.5788
N 0.7582 0.3640 0.3445 0.1121
N 1.4658 -0.0243 -0.7234 -0.6409
C 1.0788 -1.0616 -1.3680 -0.5079
H -2.0735 0.4457 1.8249 0.2771
H -0.5915 -0.1840 2.2813 0.2190
H 1.1848 1.1063 0.8318 0.2877
H 0.2160 -1.6167 -0.9647 0.3776
H 1.7237 -1.4438 -2.1657 0.2672
```

Results
- SMILES string: [H]/N=C(/N)NN=C
- M: 86.1 g mol⁻¹
- LUMO energy: 1.003 eV
- Gap between HOMO and LUMO: 10.0 eV


Model two:
Below is a molecular structure, C2H6N4, with properties calculated with ωB97M-V/def2-TZVPD.

```
12
Properties=species:S:1:pos:R:3:mulliken_charge:R:1
N 0.6701 -0.0255 0.4677 0.0223
N 1.7920 -0.5922 -0.2049 -0.6078
C 0.1548 1.2700 -0.1232 0.1419
N 0.7005 2.1971 -0.6420 -0.5626
H 0.8998 0.1153 1.4470 0.3176
H 1.4330 -1.1881 -0.9452 0.2757
H 2.2760 0.1889 -0.6529 0.3120
C -1.8295 -0.8778 0.1560 -0.4879
N -2.1826 0.2712 -0.0495 -0.4248
H -1.1300 1.0596 -0.0617 0.4293
H -0.2515 -0.7051 0.4099 0.2274
H -2.5325 -1.7135 0.1988 0.3569
```

Results
- M: 86.1 g mol⁻¹
- LUMO energy (spin up / spin down): -0.447 / -0.678 eV
- Gap between HOMO and LUMO (spin up / spin down): 7.5 / 6.7 eV


Model three:
Below is C2H6N4 in the gas phase, with properties calculated with ωB97M-V/def2-TZVPD.

```
12
Properties=species:S:1:pos:R:3:mulliken_charge:R:1
N 1.8286 -0.0634 0.0228 -0.6946
N 0.6882 -0.1074 -0.6348 0.2678
C -0.0297 1.1258 -0.4080 -0.4477
C -1.3089 0.8224 -0.0936 -0.2143
N -1.5184 -0.5229 -0.1087 -0.1836
N -0.2195 -1.1607 -0.3161 -0.4257
H 1.5767 -0.3769 1.0025 0.2004
H 2.6686 -0.6077 -0.2203 0.2403
H 0.5213 2.0077 -0.4705 0.3941
H -2.1814 1.4045 0.1259 0.4167
H -2.1424 -0.9176 0.5755 0.2457
H 0.1168 -1.6038 0.5254 0.2011
```

Results
- SMILES string: NN1C=CNN1
- M: 86.1 g mol⁻¹
- LUMO energy: 1.056 eV
- Gap between HOMO and LUMO: 7.9 eV


Model four:
Below is 2 unconnected molecules or ions with the total composition C2H6N4, with properties calculated with ωB97M-V/def2-TZVPD.

```
12
Properties=species:S:1:pos:R:3:mulliken_charge:R:1
C -0.5245 0.4341 0.9414 -0.0687
C 0.6271 1.1548 -1.0537 -0.7740
N -0.2199 -0.9698 -0.9296 -0.7165
N -0.3155 -1.7618 2.1611 0.1692
N -0.6644 -1.8955 3.1976 -0.2510
N -0.0879 0.2760 -0.2497 0.2456
H -0.1866 1.3786 1.5320 0.0969
H 0.2032 1.5139 -1.9746 0.2828
H 1.5997 0.7520 -1.2622 0.2956
H 0.7683 2.0469 -0.3873 0.2792
H -0.9669 -1.1312 -1.5498 0.1969
H -0.2326 -1.7980 -0.4253 0.2438
```

Results
- M: 86.1 g mol⁻¹
- LUMO energy: 1.000 eV
- Gap between HOMO and LUMO: 8.8 eV


Q: Which of them is the most stable? A: model one.


Model one:
Below is C2H5NOS in the gas phase, with properties calculated with ωB97M-V/def2-TZVPD.

```
10
Properties=species:S:1:pos:R:3:mulliken_charge:R:1
C 0.9086 -0.4301 -1.4827 -0.7568
S -0.6468 0.0116 -0.8869 -0.1354
C -0.0541 0.0325 0.7248 0.5474
N -0.7023 0.7593 1.7070 -0.5830
O 1.1214 -0.3827 0.8535 -0.5697
H 1.2778 -1.1825 -0.8192 0.2592
H 0.9876 -0.5418 -2.5217 0.3719
H 1.5161 0.5464 -1.2061 0.2325
H -0.8057 0.1734 2.8185 0.3420
H -1.8092 0.9519 1.6883 0.2919
```

Results
- SMILES string: CSC(N)=O
- M: 91.1 g mol⁻¹
- LUMO energy: 0.420 eV
- Gap between HOMO and LUMO: 9.7 eV


Model two:
Below is C2H5NOS in the gas phase, with properties calculated with ωB97M-V/def2-TZVPD.

```
10
Properties=species:S:1:pos:R:3:mulliken_charge:R:1
C 0.5780 -0.6380 0.0265 0.0475
C 0.8173 0.8472 0.0194 -1.0008
N -0.6538 -1.0833 -0.1297 -0.1255
O -1.9707 1.0501 0.2106 -0.5693
S -2.0714 -0.3418 -0.2255 0.2272
H 1.3556 -1.5073 0.0623 0.3041
H 0.0280 1.4403 0.5705 0.3250
H 1.1131 1.3754 -1.0165 0.2304
H 1.6226 0.8861 0.6696 0.3369
H -0.8187 -2.0287 -0.1872 0.2246
```

Results
- M: 91.1 g mol⁻¹
- LUMO energy (spin up / spin down): 0.317 / 0.452 eV
- Gap between HOMO and LUMO (spin up / spin down): 7.4 / 7.6 eV


Q: Which of them is the most stable? A: model one.


Model one:
Below is 3 unconnected molecules or ions with the total composition C3H9NO, with properties calculated with ωB97M-V/def2-TZVPD.

```
14
Properties=species:S:1:pos:R:3:mulliken_charge:R:1
C 0.4779 0.8593 -0.5494 -0.3754
C -0.3162 -0.1423 -0.3493 0.1633
C 0.0936 -1.6269 -0.5868 -0.7964
O 0.0248 -2.5163 1.7802 -0.7332
N -0.2794 3.3672 -0.5828 -0.5619
H 0.0233 1.9060 -0.4586 0.1114
H 1.4662 0.9635 -0.4209 0.3659
H -1.2742 -0.0102 0.1172 0.4103
H 0.9692 -1.8557 -1.2750 0.3358
H -0.8651 -2.1951 -0.7414 0.2437
H 0.5096 -2.0442 0.4051 0.3183
H 0.2956 -2.3837 2.6540 0.2298
H 0.2901 4.1448 -0.7058 0.1297
H -1.1891 3.4943 -0.8237 0.1587
```

Results
- M: 75.1 g mol⁻¹
- LUMO energy: -4.322 eV
- Gap between HOMO and LUMO: 3.8 eV


Model two:
Below is a molecular structure, C3H9NO, with properties calculated with ωB97M-V/def2-TZVPD.

```
14
Properties=species:S:1:pos:R:3:mulliken_charge:R:1
C 1.2277 0.0213 1.4017 -0.3404
C 1.2108 0.3824 0.1339 -0.5946
N 0.9707 -0.5292 -0.9920 -0.1741
C -0.3040 -0.6036 -1.3851 -0.2421
H -1.2615 -1.1698 0.4523 0.3221
H 1.4860 -1.0150 1.6630 0.1553
H 1.2548 1.4150 -0.2153 0.2859
H 1.2945 -1.4731 -0.7907 0.4020
H -0.8459 -0.8467 -0.1795 -0.4087
H -0.5008 -1.4612 -2.0180 0.3434
H -0.7848 0.3278 -1.6764 0.3003
H -1.5503 2.3430 1.4181 0.2904
H -0.7576 1.0456 1.3261 0.2972
O -1.4396 1.5633 0.8619 -0.6367
```

Results
- M: 75.1 g mol⁻¹
- LUMO energy: -1.014 eV
- Gap between HOMO and LUMO: 6.3 eV


Model three:
Below is 2 unconnected molecules or ions with the total composition C3H9NO, with properties calculated with ωB97M-V/def2-TZVPD.

```
14
Properties=species:S:1:pos:R:3:mulliken_charge:R:1
C 0.9992 1.2481 0.8411 -0.2820
N 0.3822 0.1564 0.3989 -0.2844
C -1.0115 -0.3311 0.6458 -0.3808
C -2.0854 -0.3732 -0.4992 -0.9839
H 1.3426 1.3448 1.8755 0.3003
H 1.1951 2.1929 0.1856 0.2112
H -1.2630 0.3452 1.4852 0.3687
H -0.9950 -1.4475 0.9472 0.2037
H -3.1345 -0.4606 -0.2598 0.3571
H -1.8807 -1.1343 -1.3952 0.2250
H -2.0491 0.5626 -1.1085 0.2718
O 2.8697 -0.3353 -1.2962 -0.6505
H 2.1040 -0.6966 -0.7978 0.3166
H 3.5264 -1.0712 -1.0226 0.3271
```

Results
- SMILES string: C=NCC.O
- M: 75.1 g mol⁻¹
- LUMO energy: -0.149 eV
- Gap between HOMO and LUMO: 8.0 eV


Q: Which of them is the most stable? A: model three.


Model one:
Below is 2 unconnected molecules or ions with the total composition C3H9NO, with properties calculated with ωB97M-V/def2-TZVPD.

```
14
Properties=species:S:1:pos:R:3:mulliken_charge:R:1
C 2.4688 -0.2386 1.1060 -0.3878
C 2.9917 -0.3681 -0.1149 -0.3709
H 2.8869 0.2256 2.0749 0.2137
H 1.3668 -0.5227 1.2999 0.0920
H 3.9264 0.2371 -0.2784 0.2002
H 2.4256 -0.8764 -0.8963 0.2480
N -2.2372 -0.6299 0.3987 -0.6337
C -1.9989 0.6482 -0.4126 -0.2105
O -1.8625 0.2669 -1.8013 -0.5365
H -1.7863 -0.3143 1.2711 0.2515
H -1.6244 -1.2226 -0.0636 0.2802
H -1.0418 1.1228 -0.1238 0.2331
H -2.7593 1.3899 -0.2592 0.3061
H -2.7557 0.2822 -2.2003 0.3146
```

Results
- SMILES string: C=C.NCO
- M: 75.1 g mol⁻¹
- LUMO energy: 0.895 eV
- Gap between HOMO and LUMO: 10.8 eV


Model two:
Below is 2 unconnected molecules or ions with the total composition C3H9NO, with properties calculated with ωB97M-V/def2-TZVPD.

```
14
Properties=species:S:1:pos:R:3:mulliken_charge:R:1
C -2.0056 -2.1339 -1.8072 -0.2543
N -0.8811 -1.9135 -1.0739 -0.4104
H -2.4916 -3.0551 -1.8179 0.2415
H -2.4660 -1.4530 -2.5967 0.2126
H -0.5475 -2.7963 -0.7011 0.2228
C 1.7638 0.6627 1.0717 -0.9802
C 0.5782 1.3716 0.4616 -0.0659
O 0.3484 2.5874 1.0815 -0.5709
H 1.4497 0.5939 2.0982 0.2681
H 2.5943 1.3364 1.1802 0.3162
H 2.0182 -0.2509 0.4008 0.2686
H 0.7023 1.5497 -0.5869 0.2232
H -0.4974 0.8590 0.6736 0.1842
H -0.5657 2.6420 1.6161 0.3447
```

Results
- SMILES string: C=N.CCO
- M: 75.1 g mol⁻¹
- LUMO energy: 0.822 eV
- Gap between HOMO and LUMO: 10.7 eV


Model three:
Below is 2 unconnected molecules or ions with the total composition C3H9NO, with properties calculated with ωB97M-V/def2-TZVPD.

```
14
Properties=species:S:1:pos:R:3:mulliken_charge:R:1
C -3.4181 -3.2799 0.1000 -0.0536
O -2.9048 -2.4065 -0.5379 -0.3726
H -3.1881 -4.3492 -0.0557 0.2151
H -4.1252 -3.0683 0.9245 0.2100
C 2.4135 1.8145 -0.1190 -1.0761
C 0.9612 1.5523 0.2595 -0.2501
N 0.3547 0.5808 -0.6648 -0.6205
H 2.8193 2.5624 0.5607 0.3257
H 2.5696 1.9752 -1.1756 0.3287
H 2.9504 0.9034 0.1724 0.2767
H 0.3846 2.4728 0.1555 0.3117
H 0.9182 1.2176 1.2929 0.2629
H -0.5565 0.3483 -0.2721 0.2166
H 0.8211 -0.3233 -0.6403 0.2253
```

Results
- SMILES string: C=O.CCN
- M: 75.1 g mol⁻¹
- LUMO energy: 0.795 eV
- Gap between HOMO and LUMO: 10.0 eV


Model four:
Below is 2 unconnected molecules or ions with the total composition C3H9NO, with properties calculated with ωB97M-V/def2-TZVPD.

```
14
Properties=species:S:1:pos:R:3:mulliken_charge:R:1
C 0.6662 1.7948 -1.3073 -0.6109
C 0.6358 0.4408 -1.1643 -0.1780
C 0.7849 -0.4381 -2.3355 -0.3178
N 1.1704 -1.7954 -1.8775 -0.6001
H 1.2057 2.4523 -0.5632 0.2311
H 0.0732 2.2487 -2.1371 0.2370
H 0.8929 -0.1575 -0.2212 0.2155
H 0.0127 -0.2183 -3.1235 0.2682
H 1.7328 -0.1514 -2.8434 0.2649
H 1.2105 -2.3214 -2.8029 0.2603
H 0.3593 -1.9564 -1.2758 0.2297
O -2.6042 0.2882 5.4353 -0.6436
H -1.9219 -0.3168 5.7675 0.3224
H -3.4457 -0.1025 5.7025 0.3212
```

Results
- SMILES string: C=CCN.O
- M: 75.1 g mol⁻¹
- LUMO energy: 1.041 eV
- Gap between HOMO and LUMO: 9.8 eV


Q: Which of them is the most stable? A: model three.


Model one:
Below is C3H9NO in the gas phase, with properties calculated with ωB97M-V/def2-TZVPD.

```
14
Properties=species:S:1:pos:R:3:mulliken_charge:R:1
C -1.3406 1.4253 0.1401 -0.8309
N 0.0978 1.0967 0.2298 -0.3027
C 0.4503 -0.0082 -0.5457 -0.7528
C 0.5575 -1.3899 0.1203 -0.2888
O 1.5213 -1.3209 1.2070 -0.5279
H -1.6646 1.7426 -0.9315 0.2763
H -1.6774 2.2751 0.7782 0.2783
H -1.9696 0.5381 0.3095 0.2791
H 0.5813 1.8432 -0.2118 0.2820
H -0.1073 -0.2586 -1.4201 0.3868
H 1.4632 0.1941 -1.0699 0.3714
H 0.9991 -1.9706 -0.7380 0.2300
H -0.4045 -1.9263 0.5124 0.2819
H 1.4935 -2.2406 1.6198 0.3173
```

Results
- SMILES string: CNCCO
- M: 75.1 g mol⁻¹
- LUMO energy: 1.018 eV
- Gap between HOMO and LUMO: 10.1 eV


Model two:
Below is 2 unconnected molecules or ions with the total composition C3H9NO, with properties calculated with ωB97M-V/def2-TZVPD.

```
14
Properties=species:S:1:pos:R:3:mulliken_charge:R:1
C 1.4458 -0.9428 -1.2698 -0.5009
C 2.3542 -0.2743 -0.5712 0.0308
O 1.9550 0.4119 0.5798 -0.4651
H 1.6639 -1.4825 -2.2027 0.2281
H 0.3801 -1.0412 -1.1033 0.0501
H 3.3691 -0.0778 -0.8704 0.3194
H 2.2329 1.3284 0.3940 0.3102
C -1.9718 0.5633 1.2302 -0.6346
N -2.0452 -0.1173 -0.0664 -0.5567
H -2.7110 0.1368 1.9378 0.2301
H -2.2837 1.6137 1.2576 0.3139
H -0.9585 0.4373 1.6112 0.2074
H -1.8662 0.4429 -0.8771 0.2373
H -1.5646 -0.9984 -0.0497 0.2301
```

Results
- SMILES string: C=CO.CN
- M: 75.1 g mol⁻¹
- LUMO energy: 0.824 eV
- Gap between HOMO and LUMO: 9.6 eV


Model three:
Below is 2 unconnected molecules or ions with the total composition C3H9NO, with properties calculated with ωB97M-V/def2-TZVPD.

```
14
Properties=species:S:1:pos:R:3:mulliken_charge:R:1
C -1.3778 -1.2883 0.2903 -0.8104
N -1.5489 -0.7504 -1.0982 -0.0103
O -0.3530 -0.6334 -1.8147 -0.6637
H -2.2664 -1.7550 0.6769 0.3375
H -0.5885 -1.9402 0.1266 0.3704
H -1.0123 -0.5155 0.9266 0.2246
H -2.0224 -1.4899 -1.6028 0.2859
H -2.0616 0.0900 -0.9897 0.2777
C 2.6323 2.2320 1.2965 -0.4376
C 1.7038 1.7096 0.5460 -0.2784
H 3.6867 2.4049 1.0027 0.2548
H 2.4581 2.2294 2.4020 0.1989
H 0.7193 1.3839 1.0461 -0.0228
H 1.7115 1.4769 -0.5302 0.2736
```

Results
- SMILES string: C[NH2+][O-].C=C
- M: 75.1 g mol⁻¹
- LUMO energy: 0.646 eV
- Gap between HOMO and LUMO: 9.3 eV


Model four:
Below is C3H9NO in the gas phase, with properties calculated with ωB97M-V/def2-TZVPD.

```
14
Properties=species:S:1:pos:R:3:mulliken_charge:R:1
C 2.0525 -0.3979 0.4301 -0.8375
N 0.7560 -0.9957 0.6942 -0.2531
C -0.3327 -0.6307 -0.1008 -0.4554
O -0.6151 0.7539 -0.0174 -0.3564
C -1.7697 1.1398 -0.7558 -0.6977
H 1.9661 0.6776 0.2997 0.2771
H 2.6940 -0.5940 1.2850 0.3327
H 2.4731 -0.8320 -0.4787 0.2353
H 0.5941 -1.2534 1.6495 0.2584
H -0.1337 -0.9043 -1.1471 0.3183
H -1.2062 -1.2026 0.2445 0.3596
H -2.0958 0.3351 -1.4202 0.3488
H -1.5063 1.9975 -1.3719 0.2292
H -2.5366 1.3955 -0.0717 0.2407
```

Results
- SMILES string: CNCOC
- M: 75.1 g mol⁻¹
- LUMO energy: 1.144 eV
- Gap between HOMO and LUMO: 9.9 eV


Q: Which of them is the most stable? A: model four.


Model one:
Below is C3H9NO in the gas phase, with properties calculated with ωB97M-V/def2-TZVPD.

```
14
Properties=species:S:1:pos:R:3:mulliken_charge:R:1
C 1.5458 0.6690 -0.1476 -1.3429
C 0.1730 0.0159 -0.2455 0.7182
C 0.1709 -1.3843 0.3581 -1.3301
O -0.7712 0.8492 0.4157 -0.3093
N -2.0922 0.6327 -0.2813 -0.6025
H 2.3023 0.0866 -0.6818 0.3682
H 1.8560 0.7672 0.8986 0.3407
H 1.5185 1.6804 -0.5657 0.3202
H -0.1355 -0.0232 -1.3134 0.3250
H 0.9414 -2.0139 -0.0966 0.3551
H -0.7984 -1.8697 0.2061 0.3398
H 0.3407 -1.3423 1.4394 0.3143
H -2.3899 1.5845 -0.5052 0.2566
H -2.6615 0.3479 0.5192 0.2467
```

Results
- SMILES string: CC(C)ON
- M: 75.1 g mol⁻¹
- LUMO energy: 1.184 eV
- Gap between HOMO and LUMO: 11.2 eV


Model two:
Below is C3H9NO in the gas phase, with properties calculated with ωB97M-V/def2-TZVPD.

```
14
Properties=species:S:1:pos:R:3:mulliken_charge:R:1
C -1.9551 0.0592 0.6116 -0.8090
N -0.8274 0.9653 0.7976 -0.3520
C 0.4409 0.4185 0.5133 -0.4201
O 0.5663 0.0863 -0.8795 -0.3498
C 1.7008 -0.7141 -1.1909 -0.6553
H -1.7801 -0.6479 -0.1984 0.2740
H -2.8653 0.6251 0.4466 0.3296
H -2.1045 -0.5351 1.5077 0.2586
H -0.9508 1.8556 0.3377 0.2574
H 0.5455 -0.5135 1.0830 0.3671
H 1.2249 1.1243 0.7818 0.3223
H 2.1778 -1.0687 -0.2667 0.3261
H 1.3606 -1.5181 -1.8263 0.2281
H 2.4664 -0.1367 -1.7175 0.2229
```

Results
- SMILES string: CNCOC
- M: 75.1 g mol⁻¹
- LUMO energy: 1.136 eV
- Gap between HOMO and LUMO: 10.3 eV


Model three:
Below is C3H9NO in the gas phase, with properties calculated with ωB97M-V/def2-TZVPD.

```
14
Properties=species:S:1:pos:R:3:mulliken_charge:R:1
C -0.5858 -0.3570 1.8822 -0.8071
N 0.1703 0.5819 0.9592 -0.2927
C 0.4516 0.7267 -0.5117 -0.3381
C -0.1160 -0.4185 -1.2688 -0.5074
O 0.2984 -0.4281 -2.6348 -0.5048
H -1.5507 0.0267 2.1462 0.2652
H -0.7368 -1.3570 1.4651 0.2778
H 0.0257 -0.5476 2.7639 0.3007
H 0.5231 1.3977 1.4510 0.1611
H 1.5134 0.7561 -0.7207 0.3326
H -0.1693 1.5908 -0.7502 0.2133
H -1.1903 -0.3986 -1.2672 0.3168
H 0.1385 -1.4028 -0.8725 0.2878
H 1.2282 -0.1703 -2.6417 0.2949
```

Results
- SMILES string: CNCCO
- M: 75.1 g mol⁻¹
- LUMO energy: 0.977 eV
- Gap between HOMO and LUMO: 9.2 eV


Q: Which of them is the most stable? A: model two.